56
Properties=species:S:1:pos:R:3:mulliken_charge:R:1 method="wB97M-V/def2-TZVPD" total_energy_ha=-1319.7841 smiles="COc1cc(C(=O)NCc2ncccc2C)ccc1OC1CCN(C(C)=O)CC1" multiplicity=1 fmax_ha_per_bohr=0.0133 charge=0 mol_weight_g_mol=397.5
H 2.7964 -1.0452 0.7743 0.308
O -1.7982 -0.8654 0.5915 -0.382
H -3.2545 1.0795 1.4898 0.390
C -1.4640 -1.9048 1.4794 -1.080
H 7.0550 1.5272 1.1185 0.321
H -4.3670 2.2339 0.7558 0.326
C -6.1448 0.8344 -0.9319 -0.999
C -3.6592 0.7347 -0.6091 0.138
H 5.0053 0.4502 2.0192 0.514
C 4.6551 -0.4583 1.5308 -1.156
C 6.8229 -1.5918 -1.9157 -0.423
C 6.9911 -0.2968 -1.4558 -0.597
H -6.8899 0.5389 -1.6678 0.424
H 0.7386 -0.7750 1.3859 0.655
O -5.8906 -2.2943 0.8074 -0.660
C 6.3151 0.1362 -0.3196 1.116
C -0.8713 0.1028 0.3002 0.859
C 5.9679 -2.4245 -1.2136 -0.495
C -1.2737 1.1973 -0.4949 0.293
C 0.9638 2.1124 -0.3386 -0.808
C -6.8792 -1.9400 -1.3391 -1.361
C 6.4862 1.5313 0.1883 -1.423
H -4.9003 -0.5875 1.7698 0.398
H -3.4916 -0.3465 -0.6062 0.373
H 7.6464 0.3854 -1.9798 0.349
C 1.3667 1.0332 0.4364 0.164
H -1.1545 -1.5188 2.4557 0.413
N 3.2721 -0.2423 1.1537 -0.108
H -6.4952 1.7540 -0.4532 0.345
H 1.6763 2.8879 -0.5699 0.454
H 4.6916 -1.2991 2.2287 0.346
C -5.2586 0.3031 1.2495 -1.000
C 0.4391 0.0447 0.7526 -0.578
N -6.0234 -0.1626 0.1054 0.096
H -5.9166 0.8611 1.9250 0.241
H 5.5204 1.9934 0.3885 0.245
C -6.2099 -1.4980 -0.0550 1.117
O 3.4198 2.0112 1.1170 -0.714
H -2.3792 -2.4847 1.5935 0.284
H 7.3393 -1.9427 -2.7958 0.379
H 5.7890 -3.4460 -1.5231 0.383
C -4.0862 1.1794 0.7938 -0.478
O -2.4962 1.4122 -1.0540 -0.397
C 5.4861 -0.7957 0.3141 0.617
H -0.6780 -2.5482 1.0714 0.354
H -7.8613 -1.4837 -1.4385 0.345
N 5.3199 -2.0344 -0.1313 -0.629
C -4.7788 1.0775 -1.6009 -0.574
H -4.6786 2.1233 -1.8918 0.302
H -0.6648 3.0079 -1.4041 0.466
H -4.6664 0.4682 -2.4978 0.271
H 7.0238 2.1361 -0.5380 0.395
H -6.2715 -1.6782 -2.2018 0.295
C 2.7726 0.9966 0.9215 0.163
H -6.9947 -3.0198 -1.3021 0.350
C -0.3339 2.1810 -0.7961 -0.629



59
Properties=species:S:1:pos:R:3:mulliken_charge:R:1 method="wB97M-V/def2-TZVPD" total_energy_ha=-2191.3615 smiles="O=C(Nc1cc(S(=O)(=O)N2CCOCC2)ccc1N1CCOCC1)c1cc2c(s1)CCC2" multiplicity=1 fmax_ha_per_bohr=0.0196 charge=0 mol_weight_g_mol=477.6
H -6.6673 0.3975 0.7194 0.324
H -1.5108 0.8259 1.0751 0.260
H 1.2225 -1.4748 1.3570 0.670
O 5.2738 -0.6239 1.9770 -0.732
C 2.1656 2.2358 0.9727 -0.354
H 2.4508 3.2730 0.8980 0.339
H -8.1415 -1.9715 0.7242 0.327
C -6.3043 -2.8485 -0.0990 -0.422
H 0.7266 3.0753 -2.0820 0.330
N -0.8417 0.1119 0.8291 -0.146
H 2.8953 -3.4518 0.4126 0.396
H -7.5547 -1.2086 -0.7524 0.277
C -2.7500 -1.2406 0.3773 0.831
H 6.1871 -2.5977 -1.6557 0.361
H 5.6587 -0.5357 -0.4157 0.440
C 1.4806 -0.4400 1.2111 0.073
H 1.5865 4.7016 -0.5531 0.300
N 4.2882 -1.9671 0.1224 0.006
C 0.8382 1.8590 0.7631 1.582
H -1.0273 4.5566 1.0426 0.388
C 4.8486 -1.0956 -0.8822 -0.413
H -3.5907 0.5307 1.3234 0.502
H 4.0884 -0.3972 -1.2684 0.275
C -3.7509 -0.4265 0.8586 -1.278
C 0.4994 0.4947 0.9196 -0.818
C -0.2863 3.4556 -1.8746 -0.722
H 0.5101 6.0587 -0.1181 0.378
O 3.5361 -2.3037 2.4797 -0.728
H 3.0075 -4.1938 -2.0462 0.356
H 0.5953 4.2694 1.7032 0.534
H -6.4582 -3.2666 -1.0936 0.309
S 4.0488 -1.2795 1.6210 1.294
S -3.3688 -2.7234 -0.2961 -0.234
C -5.0147 -1.0010 0.6765 0.178
O -0.2274 4.8167 -1.5163 -0.416
H -0.8845 3.4048 -2.7855 0.381
H -0.9462 1.5714 -1.0717 0.351
O 4.3395 -2.7762 -2.5523 -0.400
C 3.7959 -3.6184 -1.5594 -0.776
H 5.7228 -1.3516 -2.8561 0.343
C -4.9630 -2.2277 0.0701 0.089
H 2.3807 -2.1993 -0.7556 0.288
C -1.2984 -1.0847 0.3371 0.288
C -0.9260 2.6150 -0.7616 -0.451
H -6.6051 -0.7336 2.0736 0.233
H 4.5739 -4.2970 -1.1808 0.372
H -6.4434 -3.6545 0.6268 0.245
C 3.2275 -2.8024 -0.3961 -0.299
C 3.1410 1.2950 1.2522 -1.272
N -0.1878 2.7658 0.4857 -0.005
C 2.7923 -0.0355 1.3558 -0.652
C 0.5452 4.9929 -0.3495 -0.372
C 5.3667 -1.9679 -2.0289 -0.705
H 4.1712 1.5776 1.3958 0.530
H -1.9506 2.9682 -0.5971 0.302
O -0.5662 -1.9422 -0.1192 -0.751
C -0.0266 4.1705 0.8141 -1.023
C -7.2459 -1.6581 0.1916 -0.587
C -6.4260 -0.6275 1.0005 -0.594



59
Properties=species:S:1:pos:R:3:mulliken_charge:R:1 method="wB97M-V/def2-TZVPD" total_energy_ha=-1867.6178 multiplicity=1 fmax_ha_per_bohr=0.3358 charge=0 mol_weight_g_mol=461.5
C 4.9203 2.6424 -0.1858 -1.414
C -0.0170 -1.1094 -0.8935 -0.279
H 1.2001 2.3352 -0.0914 -0.505
C -1.5731 -2.5116 0.3425 -0.534
H 1.4858 1.2103 1.9924 0.132
H -8.2253 0.4473 0.1107 0.215
H 4.0220 3.4804 -1.6673 0.207
N -2.7797 0.8838 -0.0104 0.401
C 4.3459 -2.6976 -0.6281 -1.458
O 1.5252 -3.6391 -1.7472 -0.707
C 1.5441 3.1916 0.0313 0.012
H 0.9511 -0.9759 -1.5962 0.405
H 4.7754 -0.1771 -0.7074 0.759
H 5.3338 3.3042 0.3507 0.991
H 5.6002 2.8116 -2.2081 0.523
O -2.3052 2.8486 -0.7907 -0.843
C -2.0561 -0.4108 0.0512 0.493
H 4.5760 -3.4277 0.0101 0.417
H -4.1515 2.3266 0.6870 0.423
H 3.4247 4.1754 0.8042 0.327
H -7.6321 -1.5961 1.3961 0.316
H -3.2084 -1.8174 1.3301 0.429
C 1.7604 -0.7367 1.2237 1.009
C -4.0468 1.1775 0.4865 -1.066
H -6.6598 -2.1600 -0.1615 0.327
H 3.6690 -3.1042 -1.6217 0.214
O 0.2061 -4.8500 0.1767 -0.707
O -0.9689 1.0799 -1.0289 -0.238
C -7.2578 -0.1023 -0.1935 -0.321
C 2.7137 3.1188 0.9436 -0.943
C 4.6905 2.6127 -1.9018 -1.282
H 4.0804 1.8476 -2.0540 0.459
C 3.2767 0.5905 0.5880 0.353
C 3.4693 -1.6252 0.1260 0.939
C 3.9752 -0.1024 -0.1040 -0.816
C -7.4527 -1.5435 0.3420 -1.152
H -1.4340 -3.5241 0.7745 0.469
C -0.9512 -0.1965 -0.8451 0.285
C 2.3678 -1.8652 0.9574 -0.800
H 1.7899 3.6948 -1.0664 0.146
H -3.9700 0.8448 1.7899 0.240
C -1.9635 1.5895 -0.6304 0.459
H -8.3696 -1.8977 -0.1399 0.371
N 1.9604 -3.1416 0.8791 -0.164
H 5.2440 -2.1546 -1.1721 0.318
C -0.3150 -2.5906 -0.4389 -0.293
H 0.9374 -1.1130 2.0361 0.070
S 0.8745 -3.6559 -0.2774 1.112
N 3.6532 2.0147 0.5132 -0.018
O -4.9775 -0.4110 -0.9589 -0.501
H 1.5788 -3.4738 1.6559 0.439
C 2.2496 0.4310 1.3705 -1.121
H 2.6156 2.8510 1.9843 0.492
C -5.1596 0.2982 -0.1028 0.778
C -2.4421 -1.3852 0.6645 -0.365
H 5.5057 1.7555 0.2020 0.465
H 1.0113 3.9844 0.4486 0.445
O -6.2648 0.3926 0.2598 -0.246
H -7.1522 0.0551 -1.3050 0.335



57
Properties=species:S:1:pos:R:3:mulliken_charge:R:1 method="wB97M-V/def2-TZVPD" total_energy_ha=-1354.0940 smiles="CCN(CC)C(=O)Cn1cc(C(=O)C(=O)NCCCn2ccnc2)c2ccccc21" multiplicity=1 fmax_ha_per_bohr=0.0165 charge=0 mol_weight_g_mol=409.5
H 5.9354 -0.4635 -1.5466 0.446
H -5.6697 -2.6748 0.9593 0.294
N 1.9921 0.0775 2.2869 -0.414
H -5.1466 -3.4120 -0.5611 0.292
H -1.5891 -0.9697 -2.7875 0.374
H 5.8714 -2.5127 -0.1646 0.417
H -1.7831 -1.8729 -0.5512 0.385
O 2.3202 2.0025 -1.6932 -0.765
H -1.4357 5.2358 -0.7240 0.417
H -6.7279 -2.6326 -0.4540 0.397
H -2.1401 0.3545 -1.7619 0.117
H 4.5637 1.7984 1.2003 0.444
H -3.2741 2.0445 1.4554 0.492
C -5.0843 -1.2445 -0.5356 -0.731
C 2.9121 -0.8094 2.0246 -0.250
H 0.4525 3.7682 -1.3863 0.547
H -1.5444 -1.5476 1.6504 0.464
H -2.0337 -0.1268 2.5909 0.310
O -4.3459 -0.3157 1.8589 -0.657
C 3.8214 1.0999 1.5283 -0.221
C -2.4687 2.4150 0.8410 -1.123
O 2.1721 -1.4176 -1.0677 -0.706
H 0.3959 -1.0780 0.2873 0.624
H -3.0950 -2.5436 -1.5163 0.377
C -1.4091 1.6017 0.4652 0.141
H -5.1351 -1.1165 -1.6179 0.306
C -0.3516 2.0797 -0.3385 -0.243
C -5.6946 -2.5803 -0.1230 -1.116
C 1.8152 1.0045 -1.1880 0.838
N 3.9310 -0.0127 -1.3727 0.020
N 4.0519 -0.2470 1.5605 0.276
C -0.3555 3.3995 -0.7753 -0.415
H -3.2809 -0.4705 -2.8186 0.446
H -5.6328 -0.4326 -0.0535 0.431
C 4.9923 -0.9904 -1.3876 -0.855
N -3.6918 -1.1408 -0.1242 0.271
H 6.0334 -0.1962 0.9901 0.326
C -2.4501 3.7219 0.3954 -0.730
C 0.5511 0.9721 -0.5216 0.752
H 4.8346 -1.6881 -2.2190 0.300
C 2.5478 1.2798 1.9818 -0.745
N -1.1603 0.2752 0.7506 0.706
C -1.4103 4.2057 -0.4000 -0.673
H 4.1158 -2.3593 0.0073 0.312
C -2.7070 -1.6223 -1.0695 -0.738
H 2.7984 -1.8661 2.1634 0.438
C -3.4498 -0.6558 1.1085 0.774
C -0.0030 -0.0893 0.1761 -0.614
H 4.1313 0.9625 -1.5579 0.281
H -3.2569 4.3853 0.6692 0.417
C 5.2503 -0.9396 1.1636 -0.724
C 5.0479 -1.8016 -0.0885 -0.527
C 2.6285 -0.2962 -1.2048 0.051
H 5.5661 -1.5860 1.9904 0.328
H 1.9965 2.1904 2.1024 0.479
C -1.9879 -0.5511 1.5812 -1.016
C -2.4137 -0.6108 -2.1781 -1.028